Computed, not measured: a structure of composition C33H36N9W, with the ωB97M-V functional and the def2-TZVPD basis.

Summary:
LUMO (spin up / spin down) in eV: -8.32 / -9.32
Spin multiplicity: 3
Net charge: +3
Orbital gap (spin up / spin down) in eV: 6.292 / 5.288
Energy in Ha: -1838.189053
HOMO energy (spin up / spin down) in eV: -14.6 / -14.6
⟨S²⟩: 2.02

Each line ends with the Löwdin spin population.
Positions of all 79 atoms, in Å:
W (0.1365, -0.1016, -0.1471)  1.608
C (-2.0462, -1.9686, 1.0007)  0.002
N (-1.8620, -1.1514, -0.2311)  0.002
C (-1.9180, -2.0198, -1.4350)  0.005
C (-1.4694, -1.2283, -2.6228)  0.005
C (-1.8992, -1.5464, -3.8983)  -0.001
C (-1.3897, -0.8465, -4.9792)  0.007
C (-0.4586, 0.1513, -4.7393)  0.001
C (-0.0860, 0.4178, -3.4378)  0.007
N (-0.5876, -0.2379, -2.3770)  0.010
C (-2.9665, -0.1515, -0.3427)  0.004
C (-2.7140, 1.0368, 0.5286)  0.009
C (-3.7351, 1.7695, 1.1099)  -0.001
C (-3.4109, 2.8887, 1.8594)  0.010
C (-2.0734, 3.2314, 2.0111)  0.001
C (-1.1162, 2.4482, 1.4014)  0.014
N (-1.4239, 1.3705, 0.6603)  0.014
C (-1.3141, -1.4064, 2.1818)  0.009
C (-1.7230, -1.6986, 3.4700)  -0.001
C (-0.9706, -1.2501, 4.5433)  0.014
C (0.1657, -0.4956, 4.2907)  0.000
C (0.5122, -0.2281, 2.9828)  0.017
N (-0.1966, -0.6867, 1.9303)  0.007
H (-1.6516, -2.9647, 0.7992)  0.000
H (-3.1114, -2.0805, 1.2240)  0.000
H (-2.9283, -2.4173, -1.5725)  0.000
H (-1.2261, -2.8531, -1.2827)  0.000
H (-2.6174, -2.3410, -4.0385)  0.000
H (-1.7082, -1.0788, -5.9863)  0.000
H (-0.0203, 0.7179, -5.5461)  0.000
H (0.6603, 1.1721, -3.2390)  0.000
H (-3.9175, -0.6336, -0.0977)  0.000
H (-3.0264, 0.1770, -1.3848)  0.000
H (-4.7632, 1.4674, 0.9755)  0.000
H (-4.1866, 3.4804, 2.3250)  0.000
H (-1.7771, 4.0893, 2.5948)  0.000
H (-0.0630, 2.6776, 1.5055)  0.002
H (-2.6187, -2.2832, 3.6258)  0.000
H (-1.2704, -1.4776, 5.5567)  0.001
H (0.7768, -0.1110, 5.0934)  0.000
H (1.3788, 0.3753, 2.7596)  0.002
N (4.1428, 1.2867, 0.3857)  0.021
C (4.3443, 0.1024, 1.0568)  -0.004
C (3.1394, -0.5288, 1.1036)  0.011
N (2.1968, 0.2619, 0.4837)  0.010
C (2.8431, 1.3446, 0.0561)  0.026
C (2.0229, 2.2610, -0.6900)  0.024
N (0.7775, 1.8370, -0.9096)  0.012
C (0.1189, 2.8816, -1.5334)  0.011
C (0.9870, 3.9148, -1.6957)  -0.003
N (2.1875, 3.5077, -1.1548)  0.019
H (4.8620, 1.9611, 0.1701)  0.001
H (5.3110, -0.1867, 1.4257)  0.000
H (2.8938, -1.4903, 1.5116)  0.000
H (-0.9131, 2.8186, -1.8266)  0.000
H (0.8621, 4.8843, -2.1433)  0.000
H (3.0284, 4.0644, -1.1214)  0.000
C (2.8111, -4.6024, 1.7831)  0.000
N (1.4149, -4.8779, 1.5723)  0.002
C (1.0842, -6.2684, 1.3430)  0.000
C (0.6273, -3.8773, 0.9004)  0.003
C (1.1917, -3.2963, -0.4008)  0.024
C (1.8494, -4.2080, -1.2329)  -0.005
C (2.5250, -3.8195, -2.3696)  0.032
C (2.5890, -2.4706, -2.6887)  0.003
C (1.9017, -1.5640, -1.9034)  0.050
C (1.1542, -1.9291, -0.7599)  0.003
H (3.1918, -5.2383, 2.5812)  0.000
H (2.9358, -3.5677, 2.1050)  0.000
H (3.4444, -4.7511, 0.8994)  0.000
H (1.6127, -6.8803, 2.0729)  0.000
H (1.3486, -6.6474, 0.3485)  0.000
H (0.0163, -6.4285, 1.4958)  0.000
H (0.4411, -3.0453, 1.5902)  0.000
H (-0.3364, -4.3582, 0.6945)  0.001
H (1.8573, -5.2498, -0.9504)  -0.001
H (3.0249, -4.5543, -2.9837)  0.002
H (3.1603, -2.1330, -3.5419)  -0.001
H (1.9964, -0.5132, -2.1823)  0.009